[1]
Molecular formula: C12H28AsKN2OSi
Method: DFT, ωB97M-V with the def2-TZVPD basis set

As for the net charge: 0. The calculation puts the HOMO energy at -0.297 Ha. The calculation puts the energy relative to the best compared isomer or geometry (same formula, charge and spin) at 0.021 eV.

Geometry as XYZ:
```
46
Properties=species:S:1:pos:R:3:lowdin_charge:R:1
As -2.10733 -3.85521 0.35596 1.007
K -0.52240 -0.98690 1.55779 0.695
Si 2.83141 0.11197 0.27754 0.161
O 1.25270 0.16036 0.46190 -0.588
N -1.69630 2.47590 -0.54074 -0.088
N -2.60871 0.54289 0.70914 0.083
C -1.22496 -5.09447 -0.87256 -0.344
C -2.15158 1.43896 0.13005 -0.304
C -0.90685 4.28725 0.95480 -0.162
C 3.53971 1.57824 -0.69174 -0.185
C 0.47999 3.52623 -0.99872 -0.176
C 3.74166 0.12623 1.93734 -0.188
C 3.41174 -1.44203 -0.63426 -0.189
C -3.19051 -5.16504 1.32896 -0.348
C -0.45550 2.36639 -1.32962 -0.132
C -3.49696 -3.21555 -0.86402 -0.341
C 0.46532 3.75408 0.50695 -0.184
C -2.00405 3.81152 -0.00435 -0.142
H -2.54328 -5.76699 1.96534 0.016
H -4.20519 -2.58984 -0.32224 0.018
H 3.30283 2.51623 -0.18471 0.011
H -2.98246 3.77321 0.47113 0.123
H -0.91446 5.38000 0.96789 0.109
H -1.12981 3.95606 1.97089 0.107
H -4.02661 -4.05303 -1.31809 0.024
H 1.25565 4.44413 0.80452 0.112
H 4.82788 0.09612 1.81501 0.020
H -3.72244 -5.81678 0.63597 0.024
H -1.94697 -5.74925 -1.36078 0.025
H 3.49625 1.02851 2.50452 0.017
H -3.91531 -4.64853 1.95724 0.017
H 1.47803 3.25702 -1.33617 0.087
H 4.49839 -1.47464 -0.75096 0.020
H 0.18614 4.43579 -1.53481 0.114
H -2.08611 4.48276 -0.86072 0.121
H 0.68431 2.79146 0.97782 0.102
H -0.68651 -4.52642 -1.63027 0.019
H 3.45575 -0.73557 2.54770 0.014
H 0.04423 1.44708 -1.03550 0.090
H -0.50894 -5.70074 -0.31949 0.017
H 3.10904 -2.34342 -0.09346 0.014
H -3.03574 -2.61076 -1.64424 0.019
H 2.96715 -1.49294 -1.63261 0.018
H 4.62785 1.51598 -0.77808 0.023
H 3.13023 1.61869 -1.70880 0.022
H -0.71729 2.34503 -2.39157 0.122
```

[2]
Molecular formula: C12H28BCs2O6S3
Method: DFT, ωB97M-V with the def2-TZVPD basis set

As for the net charge: +1. The calculation puts the HOMO energy at -0.436 Ha. The calculation puts the energy relative to the best compared isomer or geometry (same formula, charge and spin) at 3.517 eV.

Geometry as XYZ:
```
52
Properties=species:S:1:pos:R:3:lowdin_charge:R:1
Cs -5.27154 -3.66762 -0.66775 1.061
Cs -7.27330 -6.16800 2.64289 1.016
S -5.81176 -0.01645 -2.23869 0.691
S -2.50444 -4.10881 5.63364 0.720
S -4.73036 1.74302 3.33998 0.645
O -3.78087 1.57534 4.34351 -0.298
O -5.44787 -1.28130 -2.79197 -0.424
O -4.97191 3.05562 2.73606 -0.325
O -1.89937 -3.45660 6.78034 -0.320
O -4.99495 0.64863 -1.19085 -0.332
O -3.17219 -5.40197 5.73905 -0.343
C -2.00732 -3.97134 3.04438 -0.260
C -7.30307 1.58101 -3.73490 -0.195
C -5.82281 1.18648 -3.60719 -0.192
C -3.53672 -2.85697 4.79847 -0.186
C -7.59237 -0.02648 -1.86004 -0.210
C -4.56440 0.47323 1.96655 -0.171
C -5.90660 -0.31493 2.04217 -0.210
C -6.21091 1.16878 4.01870 -0.237
C -2.89615 -2.78186 3.36995 -0.195
C -1.24558 -4.25919 4.26303 -0.230
C -8.21239 1.18931 -2.54639 -0.198
C -6.33655 -0.27605 3.53330 -0.189
B -7.46816 -3.06457 1.40447 -0.681
H -7.80674 -0.26001 -0.81716 0.096
H -8.28218 2.01597 -1.83938 0.116
H -0.55120 -5.09745 4.31991 0.117
H -5.76020 -1.38045 1.86516 0.045
H -1.35793 -3.65877 2.22665 0.127
H -5.70871 -0.90479 4.16465 0.101
H -7.54612 0.93923 -4.58175 0.113
H -7.46854 2.62054 -4.01792 0.121
H -8.05859 -0.81065 -2.45656 0.106
H -7.26812 -0.84198 3.53262 0.108
H -3.35196 -1.98802 5.43006 0.101
H -7.97667 -3.92023 0.98795 -0.121
H -6.85361 1.86928 3.48547 0.103
H -3.66890 -2.85635 2.60483 0.089
H -4.57289 -3.14728 4.97213 0.096
H -6.49944 -3.37021 1.76835 -0.154
H -3.69196 -0.16517 2.10578 0.078
H -5.26445 0.69943 -4.40664 0.110
H -8.19340 -2.73935 2.13420 -0.037
H -2.43191 -1.79760 3.30819 0.122
H -0.50079 -3.47384 4.39189 0.111
H -6.64119 0.08932 1.34570 0.111
H -9.24134 0.93435 -2.80008 0.120
H -6.20839 1.43192 5.07646 0.119
H -7.25338 -2.32185 0.65183 -0.118
H -4.34417 1.04750 1.06666 0.069
H -2.46123 -4.93576 2.81640 0.116
H -5.30016 2.02822 -3.15287 0.101
```

[3]
Molecular formula: C12H28ClN4NiO4
Method: DFT, ωB97M-V with the def2-TZVPD basis set

Its expectation value of S² is 2.005. Its spin multiplicity is 3. As for the net charge: +1. The calculation puts the HOMO energy (spin up / spin down) at -0.404 / -0.404 Ha. The calculation puts the energy relative to the best compared isomer or geometry (same formula, charge and spin) at 0.000 eV.

Geometry as XYZ:
```
50
Properties=species:S:1:pos:R:3:mulliken_spin:R:1
Ni -1.33919 1.00855 1.56498 1.787
Cl -0.02254 -0.93030 0.51680 0.118
O 0.48629 1.33161 2.73414 0.011
O -0.53056 2.41076 0.17100 0.046
O -2.71949 0.69379 0.05389 0.027
O -0.24768 -6.02285 1.13267 0.001
N 0.70543 -4.03770 0.96324 -0.002
N 0.80584 1.72318 -1.51879 0.000
N 2.42924 0.67998 2.44594 0.001
N -2.16372 0.04344 -1.95486 0.000
C 3.81764 0.57160 2.57708 -0.001
C -2.44067 -0.30595 -3.35159 0.000
C 1.65248 1.63703 2.90128 0.000
C -0.36991 3.98051 -1.54288 0.005
C 0.03510 2.62424 -0.89441 0.001
C -3.05865 0.46253 -1.04952 -0.003
C 2.26074 2.89449 3.50243 0.000
C -0.26329 -4.93178 0.66870 -0.001
C -4.57186 0.56809 -1.38051 0.004
C 1.41103 1.85408 -2.87360 0.000
C 1.57929 -4.06310 2.05833 -0.001
C -1.29049 -4.44825 -0.27632 0.001
H 3.34401 2.91397 3.38316 0.000
H -2.22172 -1.34562 -3.59500 0.000
H 1.38656 -3.08161 2.49149 0.001
H -2.10754 -3.88869 0.17910 0.000
H 1.88816 0.91009 -3.13692 0.000
H -5.12151 1.50501 -1.29010 0.000
H 1.91750 0.03567 1.86022 0.001
H -1.90137 0.37332 -4.01179 0.000
H 1.94556 2.73983 4.53434 0.000
H 4.27762 1.05187 3.44071 0.000
H -1.25660 -0.02589 -1.51618 -0.001
H 1.80533 3.70541 2.93399 0.000
H -0.64866 -4.00736 -1.03907 0.000
H 2.15732 2.63950 -2.75411 0.000
H -4.69945 0.11631 -2.36423 0.001
H 2.62529 -4.23650 1.80552 0.000
H 0.12174 4.07983 -2.51062 0.001
H 4.15143 -0.45778 2.44647 0.000
H 1.00908 0.86980 -1.01826 0.000
H -1.76617 -5.32785 -0.71007 0.000
H 4.32167 1.08726 1.75968 0.000
H -3.44251 -0.15884 -3.75504 0.000
H 0.60621 -3.15184 0.48838 0.003
H 1.16639 -4.71052 2.83193 0.000
H 0.67249 1.89778 -3.67407 0.000
H 0.08620 4.80790 -0.99930 0.000
H -5.02488 -0.14331 -0.69002 0.000
H -1.45713 4.05822 -1.53808 -0.001
```

[4]
Molecular formula: C12H28F2N4O4Pt
Method: DFT, ωB97M-V with the def2-TZVPD basis set

Its expectation value of S² is 2.004. Its spin multiplicity is 3. As for the net charge: 0. The calculation puts the HOMO energy (spin up / spin down) at -0.225 / -0.250 Ha. The calculation puts the energy relative to the best compared isomer or geometry (same formula, charge and spin) at 3.286 eV.

Geometry as XYZ:
```
51
Properties=species:S:1:pos:R:3:mulliken_spin:R:1
Pt -0.39528 -2.34829 0.18872 1.534
F -1.95319 -3.48446 -0.94698 0.089
F 0.14851 -3.85814 1.61994 0.115
O 1.40588 -2.62548 -0.99244 0.048
O 0.91961 -0.95245 1.15748 0.045
O -1.79530 -1.03051 1.57677 0.052
O -0.74874 -0.42644 -1.14166 0.074
N 2.90665 -2.31732 -2.61448 0.004
N -1.33986 1.20764 -2.53065 0.001
N 1.34725 1.19286 2.04150 0.001
N -2.73662 0.21408 3.26714 0.000
C 4.04175 -2.85934 -3.39425 0.001
C 0.74103 1.92434 0.95121 -0.001
C -2.61409 1.44186 2.55596 0.001
C -1.55635 0.44649 -1.47320 0.006
C -0.35655 0.99913 -3.58373 0.000
C -2.50448 1.95402 -2.95896 0.002
C 1.53052 -0.19299 1.98092 0.015
C 2.82827 -0.84147 -2.68950 0.000
C 1.87231 2.04120 3.15655 0.001
C -2.21738 -0.88876 2.74357 0.004
C 2.21229 -3.10177 -1.79441 0.005
C -3.32319 0.17155 4.65590 0.001
H 1.38847 2.76414 0.69888 0.000
H 0.52289 1.49568 -0.02693 0.000
H -2.67696 0.35748 5.51375 0.000
H -3.06291 2.45952 -2.17112 0.000
H -3.89971 -0.73566 4.83677 0.000
H 1.84397 1.39226 4.03186 0.000
H -0.24820 2.26857 1.25293 0.000
H 1.17993 2.87516 3.27151 0.000
H 4.77821 -2.08306 -3.18657 0.000
H -1.87158 1.54460 1.76463 -0.001
H -2.11912 -1.75874 3.41116 0.001
H -0.27620 1.91686 -4.16633 0.000
H 2.33537 -4.15221 -2.10042 0.001
H -2.44709 0.70324 -0.87918 0.001
H 4.46221 -3.80262 -3.04564 0.000
H -3.06867 1.28372 -3.60742 0.000
H 2.17365 -0.61290 2.76975 0.001
H -2.24384 2.84018 -3.53765 0.000
H 3.60230 -0.25864 -2.19022 0.000
H 0.62761 0.91480 -3.12284 0.000
H -0.68362 0.11785 -4.13551 0.000
H 2.74870 2.68660 3.09740 0.000
H 1.97987 -0.45931 -2.12182 0.000
H -4.08721 0.94475 4.73673 0.000
H -3.59022 1.70854 2.15080 0.000
H 2.64880 -0.48502 -3.70382 0.000
H 3.91036 -2.89872 -4.47559 0.000
H -2.34005 2.30717 3.15950 0.000
```

The records above yield electronic energy values of -3784.05686, -2184.79639, -2962.32303, -1312.85671 a.u., respectively.